[1]
Here is a molecular structure, C11H91O37PS2Ta from OMol25. Energies are from ωB97M-V/def2-TZVPD.

Last column: Mulliken charge in e.
Element x y z (Å)
C: 4.161 3.688 0.601  -0.875
C: 4.929 2.407 1.094  0.210
P: 5.244 1.085 -0.191  0.054
C: 6.290 1.694 -1.618  -0.566
C: 5.539 2.581 -2.686  -0.624
Ta: 3.149 -0.231 -0.883  0.307
S: 2.543 -0.345 1.621  -0.421
C: 0.694 -0.504 1.783  0.161
C: 0.014 0.783 2.366  0.708
O: 0.553 1.382 3.294  -0.681
O: -1.217 1.288 1.951  -0.593
C: -1.341 1.121 0.502  -0.496
C: -2.479 2.011 -0.086  0.163
C: -2.096 3.531 -0.291  -0.854
O: -3.070 1.506 -1.308  -0.407
C: -2.196 0.818 -2.140  0.503
O: -2.554 -0.307 -2.481  -0.503
C: -0.831 1.377 -2.721  0.881
S: -0.230 0.178 -3.998  -0.061
H: 4.626 4.192 -0.277  0.401
H: 3.091 3.413 0.462  -0.067
H: 4.189 4.435 1.459  0.288
H: 5.885 2.704 1.603  0.316
H: 4.294 1.943 1.897  -0.204
H: 7.210 2.245 -1.291  0.353
H: 6.659 0.776 -2.155  0.281
H: 5.010 1.912 -3.416  0.254
H: 4.756 3.218 -2.210  0.010
H: 6.262 3.214 -3.277  0.305
H: 4.163 -1.796 -0.792  -0.179
H: 1.715 -1.291 -1.379  -0.099
H: 2.065 1.267 -1.015  -0.259
H: 3.575 0.004 -2.663  -0.206
H: 0.458 -1.339 2.495  0.436
H: 0.331 -0.830 0.785  -0.202
H: -1.559 0.030 0.328  0.376
H: -0.345 1.406 0.065  0.247
H: -3.306 2.020 0.679  0.273
H: -2.281 4.119 0.649  0.404
H: -2.838 3.934 -1.033  0.183
H: -1.073 3.681 -0.705  0.159
H: 0.009 1.447 -1.984  -0.582
H: -0.925 2.353 -3.250  -0.241
H: -1.214 0.006 -4.933  0.004
O: -3.017 -0.322 3.601  -0.677
H: -2.682 -1.225 3.503  0.359
H: -2.310 0.231 3.237  0.406
O: -5.013 -1.472 -3.761  -0.546
H: -5.535 -1.421 -2.951  0.242
H: -4.104 -1.338 -3.461  0.357
O: -2.175 -3.575 -3.214  -0.636
H: -3.103 -3.833 -3.163  0.270
H: -2.200 -2.610 -3.275  0.329
O: 3.429 -2.161 4.861  -0.706
H: 3.365 -1.554 4.114  0.297
H: 2.663 -2.732 4.753  0.299
O: 1.139 -0.907 4.710  -0.145
H: 0.683 -0.991 5.555  0.141
H: 1.153 0.043 4.526  0.131
O: 7.115 1.625 3.491  -0.589
H: 6.428 1.599 4.170  0.291
H: 7.596 0.799 3.610  0.274
O: -2.066 -3.167 3.282  -0.528
H: -2.848 -3.716 3.410  0.227
H: -1.477 -3.421 4.006  0.245
O: 1.506 4.095 -1.372  -0.473
H: 1.083 4.016 -0.511  0.226
H: 1.501 5.044 -1.554  0.210
O: -1.013 -3.047 6.311  -0.525
H: -1.572 -3.001 7.093  0.290
H: -0.123 -2.913 6.653  0.247
O: -1.747 -0.689 -6.934  -0.541
H: -1.354 -1.440 -7.398  0.243
H: -2.698 -0.841 -7.008  0.245
O: 0.928 -0.704 -7.974  -0.636
H: 0.285 -0.420 -7.312  0.367
H: 1.127 0.097 -8.470  0.292
O: 4.107 1.347 4.472  -0.497
H: 3.950 0.515 4.002  0.175
H: 3.222 1.711 4.591  0.275
O: -0.067 -2.771 -0.260  -0.270
H: 0.519 -3.527 -0.127  0.240
H: -0.812 -3.136 -0.751  0.118
O: -3.147 0.749 6.647  -0.662
H: -3.123 0.660 5.683  0.355
H: -3.542 -0.078 6.946  0.284
O: -2.232 2.405 -7.195  -0.612
H: -1.963 1.499 -7.392  0.305
H: -1.497 2.943 -7.516  0.345
O: -1.225 5.165 -2.776  -0.595
H: -1.368 4.346 -3.263  0.273
H: -2.114 5.497 -2.609  0.277
O: 0.565 -1.134 7.953  -0.625
H: 0.611 -0.197 8.178  0.265
H: 1.435 -1.477 8.199  0.349
O: -5.853 -1.231 6.979  -0.613
H: -6.759 -1.554 7.036  0.283
H: -5.949 -0.281 6.841  0.325
O: -0.254 -5.678 0.113  -0.569
H: -0.412 -6.504 -0.354  0.277
H: -1.137 -5.320 0.256  0.281
O: 5.140 6.359 1.684  -0.582
H: 5.209 7.294 1.909  0.251
H: 6.013 6.007 1.902  0.316
O: 1.098 -3.733 -8.746  -0.642
H: 1.171 -2.801 -8.501  0.337
H: 1.968 -4.096 -8.546  0.318
O: 0.657 -4.240 8.798  -0.612
H: -0.265 -4.518 8.794  0.310
H: 0.615 -3.278 8.733  0.278
O: -0.910 5.183 -7.295  -0.621
H: -0.849 6.144 -7.292  0.291
H: -1.723 4.996 -6.809  0.309
O: -2.653 -7.398 0.138  -0.586
H: -2.817 -8.222 -0.330  0.280
H: -3.536 -7.036 0.277  0.304
O: -5.396 -3.642 -5.686  -0.648
H: -5.330 -2.702 -5.459  0.294
H: -4.520 -3.990 -5.478  0.316
O: 8.169 6.801 1.824  -0.602
H: 8.500 7.690 1.993  0.293
H: 8.708 6.483 1.090  0.312
O: -5.862 -3.150 -1.458  -0.514
H: -6.685 -3.643 -1.362  0.251
H: -5.289 -3.513 -0.772  0.294
O: -5.279 -7.900 -0.593  -0.617
H: -5.260 -7.916 -1.558  0.302
H: -5.726 -8.723 -0.354  0.316
O: 6.215 4.012 5.797  -0.644
H: 6.142 4.616 5.050  0.319
H: 5.451 3.430 5.701  0.307
O: -3.078 5.819 1.433  -0.561
H: -3.476 5.704 2.304  0.269
H: -3.106 6.771 1.285  0.250
O: -5.439 -6.206 -3.442  -0.558
H: -5.272 -5.398 -3.943  0.292
H: -6.400 -6.257 -3.396  0.292
O: -5.689 -10.410 -1.361  -0.590
H: -5.113 -11.173 -1.231  0.294
H: -6.440 -10.764 -1.851  0.288
O: 1.893 7.082 -2.094  -0.580
H: 1.233 7.375 -1.455  0.285
H: 2.078 7.868 -2.619  0.266

Atoms 1-6, force components in eV/Å:
0.0958 0.0007 1.5608
0.0641 0.9038 0.1711
-0.7377 0.0382 -0.2257
0.4311 0.4511 -0.8556
-0.1448 -0.3081 -0.2104
1.2427 -0.2052 1.4616

Output
lowest unoccupied orbital energy: 1.200 eV
charge: -1
gap between HOMO and LUMO: 4.9 eV

=====

[2]
Here is 2 unconnected molecules or ions with the total composition C3H11NO from OMol25. Energies are from ωB97M-V/def2-TZVPD.

Last column: Mulliken charge in e.
Element x y z (Å)
C: 0.654 -1.288 0.226  -1.063
C: 0.041 0.132 0.210  0.555
C: 0.230 0.829 1.543  -1.717
N: 0.617 1.025 -0.836  -0.585
H: -0.187 -1.992 0.166  0.299
H: 1.272 -1.447 -0.657  0.274
H: 1.139 -1.591 1.159  0.359
H: -0.996 0.066 -0.099  0.195
H: -0.190 1.839 1.521  0.408
H: -0.135 0.220 2.373  0.418
H: 1.296 0.938 1.790  0.393
H: 1.153 0.535 -1.555  0.225
H: 1.288 1.679 -0.436  0.234
H: -1.352 -0.620 -1.887  0.342
H: -2.520 0.314 -1.728  0.342
O: -2.310 -0.637 -1.789  -0.678

Atoms 1-6, force components in eV/Å:
-1.2278 -0.2809 -0.0564
1.1972 0.3857 -0.4193
0.2566 -0.0288 0.3578
0.6500 0.0777 -0.2238
0.1670 -0.0585 -0.2106
0.2401 -0.1390 0.2242

Output
SMILES: CC(C)N.O
energy relative to the best compared isomer or geometry (same formula, charge and spin): 58.16 kJ/mol
lowest unoccupied orbital energy: 0.983 eV
charge: 0
gap between HOMO and LUMO: 10.4 eV

=====

[3]
Here is a single C4H11N3 molecule from OMol25. Energies are from ωB97M-V/def2-TZVPD.

Last column: Mulliken charge in e.
Element x y z (Å)
C: -2.216 0.406 0.019  -0.302
C: -0.697 -0.404 -0.058  -0.256
C: -3.453 -0.163 -0.446  -0.869
C: 2.264 0.959 -0.659  -0.806
N: 2.578 -0.988 0.635  -0.679
N: 0.431 -0.044 0.546  -0.174
N: 1.610 -0.228 -0.150  -0.082
H: -2.150 1.176 0.852  0.179
H: -0.648 -1.125 -0.819  0.395
H: -4.193 0.592 -0.093  0.274
H: -3.541 -0.234 -1.542  0.249
H: -3.794 -1.171 -0.069  0.247
H: 3.174 0.696 -1.172  0.278
H: 1.646 1.416 -1.448  0.292
H: 2.602 1.669 0.148  0.335
H: 2.215 -0.786 1.643  0.298
H: 2.177 -1.970 0.406  0.284
H: 0.539 0.707 1.267  0.336

Atoms 1-6, force components in eV/Å:
8.9484 -1.9650 1.8679
-8.1255 4.3303 0.5163
-2.2822 -0.5444 -0.2130
-0.1786 0.9219 0.1199
-2.9668 -1.3586 1.0661
1.3724 1.4793 0.9892

Output
SMILES: C/C=C/NN(C)N
energy relative to the best compared isomer or geometry (same formula, charge and spin): 621.67 kJ/mol
lowest unoccupied orbital energy (spin up / spin down): 1.033 / 1.033 eV
charge: 0
gap between HOMO and LUMO (spin up / spin down): 8.0 / 8.0 eV

=====

charge of number 2 (C3H11NO)?
0

=====

Number 2 is which compound?
C3H11NO

=====

charge of number 3 (C4H11N3)?
0